#P
C12H30N2O4Ti | ωB97M-V/def2-TZVPD

The geometry in XYZ format:
```
49
C12H30N2O4Ti, DFT ωB97M-V/def2-TZVPD
Ti -0.89 0.72 0.94
C -1.35 3.76 -0.51
O -1.72 2.42 -0.66
C -2.33 2.00 -1.90
C -3.25 0.83 -1.59
N -2.50 -0.38 -1.16
C -3.37 -1.47 -0.79
C -2.58 -2.39 0.22
O -2.33 -1.56 1.33
C -3.33 -1.48 2.37
H -0.60 3.90 0.27
H -2.20 4.36 -0.20
H -1.14 4.33 -1.42
H -1.59 1.84 -2.68
H -3.00 2.78 -2.25
H -3.72 0.64 -2.56
H -4.01 1.15 -0.87
H -2.07 -0.63 -2.04
H -3.82 -2.02 -1.61
H -4.23 -1.09 -0.25
H -1.79 -2.75 -0.44
H -3.16 -3.24 0.57
H -4.30 -1.29 1.92
H -3.12 -0.74 3.15
H -3.46 -2.44 2.86
C 0.99 0.62 4.22
O 1.27 0.62 2.80
C 2.58 0.00 2.64
C 3.10 -0.12 1.22
N 2.08 -0.90 0.46
C 2.63 -1.50 -0.74
C 3.03 -0.41 -1.84
O 4.24 -0.74 -2.46
C 4.43 -0.32 -3.76
H -0.07 0.53 4.49
H 1.44 1.55 4.57
H 1.41 -0.15 4.86
H 2.57 -1.06 2.87
H 3.31 0.45 3.31
H 4.01 -0.72 1.29
H 3.25 0.91 0.88
H 1.59 -1.60 1.00
H 1.79 -1.93 -1.28
H 3.33 -2.34 -0.65
H 3.13 0.61 -1.47
H 2.18 -0.44 -2.52
H 4.59 0.74 -3.96
H 3.58 -0.47 -4.42
H 5.39 -0.56 -4.22
```

## Properties
Total charge = +1
LUMO (spin up / spin down) = -2.04 / -2.76 eV
Kohn-Sham gap (spin up / spin down) = 6.7 / 9.0 eV
2S+1 = 4

These are the Löwdin partial charges, in e, on atoms 1 to 5: Ti 0.83; C -0.11; O -0.31; C -0.16; C -0.18

=====

#Q
C12H30N2O4Ti | ωB97M-V/def2-TZVPD

The geometry in XYZ format:
```
49
C12H30N2O4Ti, DFT ωB97M-V/def2-TZVPD
Ti -7.37 27.81 9.64
C -8.78 28.98 6.80
O -7.54 28.60 7.44
C -6.57 28.22 6.51
C -5.29 27.80 7.23
N -5.54 26.89 8.36
C -5.75 25.46 8.07
C -7.18 25.14 7.61
O -8.06 25.74 8.56
C -9.39 25.76 8.02
H -9.09 28.21 6.10
H -8.62 29.96 6.36
H -9.53 29.01 7.59
H -6.22 28.94 5.76
H -6.94 27.38 5.91
H -4.79 28.65 7.70
H -4.55 27.48 6.48
H -4.69 26.92 8.92
H -5.62 24.96 9.03
H -4.94 25.10 7.42
H -7.35 24.06 7.65
H -7.32 25.46 6.58
H -9.67 24.73 7.80
H -9.44 26.27 7.05
H -10.03 26.23 8.75
C -5.08 27.03 11.90
O -6.17 27.90 11.80
C -7.19 27.58 12.76
C -8.29 28.60 12.65
N -8.83 28.66 11.27
C -9.22 30.02 10.84
C -7.96 30.90 10.73
O -7.04 30.22 9.89
C -5.88 30.94 9.57
H -5.33 26.00 11.62
H -4.67 26.95 12.91
H -4.30 27.35 11.20
H -6.76 27.48 13.77
H -7.54 26.55 12.61
H -7.89 29.55 12.99
H -9.06 28.27 13.35
H -9.65 28.07 11.31
H -9.89 30.52 11.54
H -9.62 29.84 9.84
H -7.48 30.95 11.71
H -8.28 31.85 10.30
H -5.29 31.25 10.44
H -6.15 31.89 9.09
H -5.28 30.38 8.87
```

## Properties
Total charge = +1
LUMO (spin up / spin down) = -1.95 / -2.07 eV
Kohn-Sham gap (spin up / spin down) = 5.4 / 10.9 eV
2S+1 = 4

These are the Löwdin partial charges, in e, on atoms 1 to 5: Ti 0.70; C -0.04; O -0.28; C -0.21; C -0.16

=====

#Q takes first place; second place is 359.2 kJ/mol up.

=====

#P
C3H6N4S | ωB97M-V/def2-TZVPD

The geometry in XYZ format:
```
14
C3H6N4S, DFT ωB97M-V/def2-TZVPD
C 1.75 0.89 0.32
C 0.61 1.27 -0.66
C -1.92 -0.97 0.54
H 1.44 -1.08 -1.17
H 2.00 1.74 0.86
H 0.48 2.20 -1.11
H -0.20 -0.28 1.49
H -2.21 -1.40 1.50
H -2.67 -0.37 -1.44
N 2.50 -0.10 0.43
N -0.56 0.80 -0.40
N -0.79 -0.16 0.56
N -2.78 -1.03 -0.57
S 2.35 -1.50 -0.35
```

## Properties
Total charge = 0
LUMO = 0.04 eV
Kohn-Sham gap = 8.8 eV

These are the Löwdin partial charges, in e, on atoms 1 to 5: C -0.27; C -0.11; C -0.24; H -0.16; H 0.08

=====

#Q
C3H6N4S | ωB97M-V/def2-TZVPD

The geometry in XYZ format:
```
14
C3H6N4S, DFT ωB97M-V/def2-TZVPD
C -1.41 -0.42 -0.21
C 0.76 0.66 -0.14
C 1.36 -0.73 -0.13
H -2.70 -1.22 1.35
H -1.41 0.11 1.84
H -1.34 -0.66 -2.05
H 1.09 2.69 -0.11
H 2.67 1.63 0.40
H 0.49 -1.44 -0.42
N -1.84 -0.67 1.13
N -1.57 -1.21 -1.21
N -0.60 0.76 -0.27
N 1.54 1.71 -0.22
S 2.95 -1.20 0.06
```

## Properties
Total charge = 0
LUMO = -1.36 eV
Kohn-Sham gap = 7.4 eV

These are the Löwdin partial charges, in e, on atoms 1 to 5: C -0.63; C -0.53; C -0.56; H 0.10; H 0.16

=====

#R
C3H6N4S | ωB97M-V/def2-TZVPD

The geometry in XYZ format:
```
14
C3H6N4S, DFT ωB97M-V/def2-TZVPD
C -0.03 -0.03 0.44
C -1.48 -0.10 0.28
C 1.86 -1.11 -0.35
N 0.39 1.16 0.20
N -1.81 1.27 0.10
N -0.63 1.98 -0.16
N 0.80 -1.10 0.61
S -2.44 -1.47 -0.08
H 1.64 -1.66 -1.26
H 2.05 0.01 -0.53
H 2.78 -1.54 0.19
H -2.74 1.61 -0.24
H -0.63 2.95 0.16
H 0.21 -1.97 0.63
```

## Properties
Total charge = 0
LUMO = 0.07 eV
Kohn-Sham gap = 8.1 eV

These are the Löwdin partial charges, in e, on atoms 1 to 5: C -0.43; C -0.70; C -0.12; N 0.08; N 0.02

=====

#S
C3H6N4S | ωB97M-V/def2-TZVPD

The geometry in XYZ format:
```
14
C3H6N4S, DFT ωB97M-V/def2-TZVPD
C -1.98 1.74 -0.22
C 2.81 -0.91 -0.39
C 2.53 -0.65 0.86
N -3.16 1.51 0.27
N -1.36 0.56 -0.45
N -3.33 0.22 0.37
N -2.26 -0.40 -0.05
S -1.95 -1.97 -0.13
H -1.56 2.71 -0.42
H -0.44 0.32 -0.80
H 2.91 -0.14 -1.14
H 2.97 -1.92 -0.73
H 2.37 0.36 1.22
H 2.44 -1.43 1.60
```

## Properties
Total charge = 0
LUMO (spin up / spin down) = 0.07 / 0.07 eV
Kohn-Sham gap (spin up / spin down) = 8.3 / 8.3 eV

These are the Löwdin partial charges, in e, on atoms 1 to 5: C -0.16; C -0.09; C -0.08; N 0.02; N 0.09

=====

#R takes first place; second place is 59.9 kJ/mol up.

=====

#P
C2HNO2S | ωB97M-V/def2-TZVPD

The geometry in XYZ format:
```
7
C2HNO2S, DFT ωB97M-V/def2-TZVPD
C 0.93 1.31 -0.34
C 0.99 0.02 -0.14
N -1.77 -1.20 0.13
O 0.47 2.38 -0.51
O 1.78 -0.87 0.02
S -1.16 0.20 0.14
H -1.24 -1.84 0.70
```

## Properties
Total charge = 0
LUMO (spin up / spin down) = -1.68 / -1.48 eV
Kohn-Sham gap (spin up / spin down) = 7.4 / 7.5 eV

These are the Löwdin partial charges, in e, on atoms 1 to 5: C -0.26; C -0.48; N -0.41; O 0.13; O 0.09

=====

#Q
C2HNO2S | ωB97M-V/def2-TZVPD

The geometry in XYZ format:
```
7
C2HNO2S, DFT ωB97M-V/def2-TZVPD
C -3.27 -0.03 -0.96
C -0.55 -1.40 -0.58
N -0.23 -1.12 0.50
O -3.45 0.15 -2.09
O 0.07 -0.84 1.80
S -3.05 -0.06 0.61
H 0.26 -1.64 2.34
```

## Properties
Total charge = 0
LUMO = 0.07 eV
Kohn-Sham gap = 10.3 eV

These are the Löwdin partial charges, in e, on atoms 1 to 5: C -0.83; C 0.01; N -0.18; O 0.10; O 0.01

=====

#Q takes first place; second place is 100.0 kJ/mol up.

=====

#P
C7H8O | ωB97M-V/def2-TZVPD

The geometry in XYZ format:
```
16
C7H8O, DFT ωB97M-V/def2-TZVPD
C -0.51 0.74 0.63
C -0.62 -0.30 1.48
C -0.25 0.70 -0.89
C -0.99 1.55 1.85
C 1.57 -1.16 -0.90
C 0.44 -1.85 -0.38
C 0.17 -0.80 -1.34
O -0.88 0.31 2.66
H -1.25 0.95 -1.27
H 0.54 1.24 -1.27
H -0.30 2.44 2.19
H -1.99 2.00 1.80
H 2.00 -0.38 -0.30
H 2.15 -1.71 -1.52
H 0.16 -2.86 -0.48
H -0.24 -0.86 -2.28
```

## Properties
Total charge = 0
LUMO (spin up / spin down) = 0.08 / -0.37 eV
Kohn-Sham gap (spin up / spin down) = 8.5 / 7.9 eV

These are the Löwdin partial charges, in e, on atoms 1 to 5: C -0.19; C 0.00; C -0.09; C -0.12; C -0.11

=====

#Q
C7H8O | ωB97M-V/def2-TZVPD

The geometry in XYZ format:
```
16
C7H8O, DFT ωB97M-V/def2-TZVPD
C -0.50 1.40 2.88
C 0.95 1.09 1.03
C 1.42 0.65 -0.08
C 0.82 -0.24 -1.00
C -0.56 -0.56 -0.98
C -1.08 -1.54 -1.89
C -0.77 -2.58 -2.81
H -0.39 2.43 2.92
H 0.26 0.96 3.52
H -1.57 1.19 3.10
H 1.46 1.86 1.70
H 2.38 1.27 -0.26
H 1.52 -0.55 -1.70
H -1.44 0.10 -0.39
H -1.02 -3.37 -3.53
O -0.37 0.85 1.47
```

## Properties
Total charge = 0
LUMO = 0.06 eV
Kohn-Sham gap = 7.8 eV

These are the Löwdin partial charges, in e, on atoms 1 to 5: C -0.03; C -0.19; C -0.15; C -0.08; C -0.16

=====

#Q takes first place; second place is 139.6 kJ/mol up.